[1]
{
  "formula": "C4H6O2",
  "method": "the ωB97M-V functional and the def2-TZVPD basis",
  "orbital_gap_ev": 9.507,
  "homo_energy_ev": -9.01,
  "e_tot_ev": -8334.617,
  "de_lowest_ev": 5.8444,
  "species": ["C", "O", "C", "C", "C", "O", "H", "H", "H", "H", "H", "H"],
  "coordinates": [[1.499, 0.690, -0.073], [1.554, -0.192, 1.039], [0.769, -0.579, -0.075], [-0.713, -0.617, 0.190], [-1.431, 0.603, 0.625], [-1.531, -0.308, -0.975], [0.948, 1.611, 0.100], [2.423, 0.768, -0.645], [1.178, -1.416, -0.644], [-1.045, -1.600, 0.536], [-1.290, 0.606, -1.234], [-2.383, 0.276, 1.069]]
}

=====

[2]
{
  "formula": "C4H6O2",
  "method": "the ωB97M-V functional and the def2-TZVPD basis",
  "orbital_gap_ev": 9.911,
  "homo_energy_ev": -9.51,
  "e_tot_ev": -8337.920,
  "de_lowest_ev": 2.5414,
  "species": ["O", "C", "C", "C", "O", "C", "H", "H", "H", "H", "H", "H"],
  "coordinates": [[-0.738, 0.410, 2.119], [-0.201, -0.073, 1.005], [0.927, 0.553, 0.226], [0.675, -0.683, -0.689], [1.164, -1.045, -1.729], [-0.381, -1.162, 0.219], [-1.424, -0.194, 2.439], [-0.769, 1.445, -2.135], [1.894, 0.547, 0.737], [0.739, 1.537, -0.216], [-0.895, 0.727, -2.280], [-1.021, -2.036, 0.249]]
}

=====

[3]
{
  "formula": "C4H6O2",
  "method": "the ωB97M-V functional and the def2-TZVPD basis",
  "smiles": "CCC(=O)C=O",
  "orbital_gap_ev": 9.913,
  "homo_energy_ev": -9.52,
  "e_tot_ev": -8338.374,
  "de_lowest_ev": 2.0873,
  "species": ["O", "C", "C", "C", "C", "O", "H", "H", "H", "H", "H", "H"],
  "coordinates": [[2.323, -0.269, -0.134], [1.257, -0.412, -0.682], [-0.389, -0.323, 1.072], [-0.984, 0.418, -0.153], [0.245, 0.711, -0.996], [0.468, 1.624, -1.745], [0.707, -0.453, 1.014], [0.839, -1.415, -0.941], [-0.822, -1.310, 1.234], [-0.422, 0.297, 1.957], [-1.534, 1.330, 0.110], [-1.689, -0.198, -0.735]]
}

=====

[4]
{
  "formula": "C4H6O2",
  "method": "the ωB97M-V functional and the def2-TZVPD basis",
  "smiles": "CC(=O)CC=O",
  "orbital_gap_ev": 10.545,
  "homo_energy_ev": -9.87,
  "e_tot_ev": -8339.708,
  "de_lowest_ev": 0.7534,
  "species": ["C", "C", "O", "C", "C", "O", "H", "H", "H", "H", "H", "H"],
  "coordinates": [[1.600, 0.408, -0.647], [0.323, 0.681, 0.109], [-0.111, 1.800, 0.279], [-0.446, -0.518, 0.650], [-1.863, -0.505, 0.104], [-2.431, -1.487, -0.305], [1.471, -0.420, -1.352], [2.384, 0.112, 0.061], [1.916, 1.309, -1.174], [0.021, -1.481, 0.432], [-0.522, -0.394, 1.738], [-2.342, 0.495, 0.107]]
}

=====

[5]
{
  "formula": "C4H6O2",
  "method": "the ωB97M-V functional and the def2-TZVPD basis",
  "orbital_gap_ev": 9.183,
  "homo_energy_ev": -8.33,
  "e_tot_ev": -8333.397,
  "de_lowest_ev": 7.0644,
  "species": ["C", "O", "C", "C", "O", "C", "H", "H", "H", "H", "H", "H"],
  "coordinates": [[1.765, 0.117, -0.204], [1.348, -0.099, 1.321], [0.482, 0.292, 0.436], [-0.873, 0.893, 0.461], [-1.466, 0.212, -0.603], [-0.703, -1.013, -0.605], [1.122, -0.831, -0.752], [2.441, 0.980, -0.273], [-0.912, 1.975, 0.298], [-1.324, 0.652, 1.438], [-1.108, -1.743, 0.111], [-0.771, -1.437, -1.627]]
}

=====

[6]
{
  "formula": "C4H6O2",
  "method": "the ωB97M-V functional and the def2-TZVPD basis",
  "orbital_gap_ev": [7.956, 7.959],
  "homo_energy_ev": [-8.66, -8.66],
  "e_tot_ev": -8334.910,
  "de_lowest_ev": 5.5512,
  "species": ["C", "C", "C", "C", "O", "O", "H", "H", "H", "H", "H", "H"],
  "coordinates": [[-0.647, -0.886, -0.378], [0.350, -1.105, 0.699], [0.687, 1.206, -0.595], [-1.249, 0.242, 0.162], [0.248, 0.194, 1.258], [-2.102, 1.038, 0.265], [-1.086, -1.528, -1.132], [1.366, -1.396, 0.408], [-0.018, -1.827, 1.443], [0.749, 2.030, 0.098], [0.110, 1.398, -1.489], [1.592, 0.635, -0.739]]
}

=====

[7]
{
  "formula": "C4H6O2",
  "method": "the ωB97M-V functional and the def2-TZVPD basis",
  "smiles": "O=COC1CC1",
  "orbital_gap_ev": 11.390,
  "homo_energy_ev": -10.36,
  "e_tot_ev": -8339.000,
  "de_lowest_ev": 1.4612,
  "species": ["O", "C", "O", "C", "C", "C", "H", "H", "H", "H", "H", "H"],
  "coordinates": [[1.733, 1.432, -0.105], [1.992, 0.264, -0.225], [1.186, -0.788, -0.051], [-0.170, -0.694, 0.361], [-1.236, -0.323, -0.618], [-0.955, 0.563, 0.571], [2.982, -0.119, -0.519], [-0.363, -1.526, 1.029], [-0.902, 0.047, -1.583], [-2.141, -0.923, -0.646], [-0.474, 1.512, 0.383], [-1.654, 0.553, 1.403]]
}

=====

[8]
{
  "formula": "C4H6O2",
  "method": "the ωB97M-V functional and the def2-TZVPD basis",
  "orbital_gap_ev": 9.421,
  "homo_energy_ev": -8.68,
  "e_tot_ev": -8336.158,
  "de_lowest_ev": 4.3029,
  "species": ["O", "C", "C", "C", "O", "C", "H", "H", "H", "H", "H", "H"],
  "coordinates": [[0.821, -1.700, -1.061], [0.710, -1.213, 0.156], [-1.774, 0.445, 0.553], [-0.733, 1.119, 0.084], [0.487, 1.110, 0.722], [1.356, 0.169, 0.115], [0.407, -2.577, -1.065], [-2.727, 0.459, 0.034], [-1.679, -0.140, 1.462], [-0.768, 1.705, -0.838], [2.258, 0.130, 0.738], [1.642, 0.491, -0.902]]
}